1.
39
Properties=species:S:1:pos:R:3 method="wB97M-V/def2-TZVPD" homo_lumo_gap_ha=0.4058 charge=0 e_homo_ev=-10.32 molar_mass_g_mol=266.4 fmax_ev_per_a=0.3
H 0.829 -2.677 2.824
C -1.098 -1.310 -0.779
C 1.662 2.254 -1.877
H 2.112 3.152 -3.807
C 0.076 -1.917 2.618
O -2.691 1.248 -0.263
O -2.403 -0.956 -1.333
H 1.191 4.199 -2.723
H -1.964 -2.329 3.106
H -0.854 -2.724 4.389
C 1.300 -0.285 -1.400
S -2.429 0.624 -1.515
C 1.689 -0.050 0.058
O -0.881 0.789 -1.840
C 1.324 3.167 -3.049
H 1.737 -1.237 -1.721
H 1.601 -0.963 0.647
C -1.384 -0.629 4.303
H -1.262 0.198 3.599
H 0.847 2.302 -1.155
H 2.727 0.284 0.107
H -2.150 -1.157 1.055
H -0.248 -0.970 -2.675
H 0.392 2.847 -3.521
H -0.965 -2.372 -0.979
H -2.409 -0.591 4.671
H 1.512 0.659 -3.336
H 0.569 -0.935 2.664
H 1.085 0.729 0.525
C 1.895 0.797 -2.319
H 2.555 2.629 -1.371
O -0.341 -2.167 1.283
C -1.077 -1.969 3.633
H -0.720 -0.439 5.148
O -3.200 0.933 -2.663
C -1.104 -1.116 0.731
H -0.709 -0.143 1.038
H 2.970 0.606 -2.372
C -0.184 -0.479 -1.700



2.
61
Properties=species:S:1:pos:R:3 method="wB97M-V/def2-TZVPD" homo_lumo_gap_ha=0.0383 charge=+1 e_homo_ev=-10.75 molar_mass_g_mol=952.0 fmax_ev_per_a=4.9
H -1.890 -2.717 -1.444
F 5.531 -2.619 -2.693
H -4.218 -5.534 -7.397
F 4.319 -1.416 -1.461
H 1.089 0.864 9.233
H -4.297 -4.381 -8.745
H 7.799 0.292 -0.194
H -1.100 0.292 -2.494
C 1.824 1.398 7.279
O -6.686 -5.353 -7.073
P 5.417 -2.696 -1.084
Br 2.821 4.176 2.353
O -2.734 -0.191 -5.066
F 4.368 -2.914 0.235
H -3.034 1.117 -0.957
O -5.015 2.630 0.917
O -4.770 -1.161 -4.335
F -3.966 -0.374 0.673
C -1.476 -0.289 -1.649
F 6.955 -3.223 -1.092
N 0.680 2.828 8.826
H -0.594 -0.738 -1.175
O -6.584 -3.302 -7.813
H -3.631 -1.538 -1.462
S -3.541 -0.424 -3.909
H 0.303 3.275 -0.695
C 0.787 3.814 7.938
H 2.409 2.283 5.409
H -4.626 1.763 0.771
C -6.035 -4.388 -7.517
P -2.506 -1.788 -2.336
H 0.362 4.764 8.243
Br 6.539 3.757 1.116
F -2.323 0.510 1.772
H -5.008 2.732 1.874
F 6.120 -1.549 -0.137
F 4.998 -4.249 -1.269
H -3.282 -2.871 -2.946
Br 3.631 1.317 3.491
C 1.395 3.673 6.699
F -4.100 0.960 -3.337
C 1.924 2.436 6.367
H 1.230 2.308 0.021
C -2.603 -0.215 0.673
C 1.193 1.646 8.489
Br 3.901 1.893 0.357
H -1.466 1.311 -0.237
O 0.344 2.376 -0.349
H 1.452 4.510 6.016
Ca 3.615 -0.569 0.365
H 2.225 0.417 7.061
H -4.035 -3.795 -7.086
H 5.027 2.960 2.174
H 7.069 1.282 0.724
C 3.959 2.669 2.145
Al -6.736 -0.874 -5.028
O 7.236 0.326 0.585
C -4.555 -4.537 -7.696
C -2.181 0.553 -0.580
F -2.078 -1.448 0.775
H -1.454 -1.978 -3.328



3.
51
Properties=species:S:1:pos:R:3 method="wB97M-V/def2-TZVPD" homo_lumo_gap_ha="0.2265 / 0.2222" charge=0 spin_multiplicity=2 e_homo_ev="-8.03 / -8.03" molar_mass_g_mol=797.9 fmax_ev_per_a=0.4 s_squared=0.753 de_lowest_kcal_mol=34.5
O 2.574 0.360 1.883
C -5.116 0.816 -0.430
H 2.210 2.913 2.632
F -0.478 -2.340 1.470
P 1.329 0.442 2.857
H -0.465 -1.280 -5.810
H -3.482 4.149 -1.838
Te 1.066 -1.568 4.164
O 1.734 1.441 4.028
H 0.128 -3.736 -3.694
H -5.321 -0.075 -1.021
H 3.847 -0.293 3.395
H -5.514 0.637 0.568
H -4.539 2.804 -2.301
H 0.588 -3.125 -5.294
H 1.043 -1.805 -2.019
F 1.330 -3.755 1.456
C 4.279 -1.305 1.532
H 4.244 -1.098 0.464
H 1.752 -3.083 -3.962
O -0.003 -0.075 -2.282
H 0.501 3.561 5.091
Au -0.178 0.459 -0.133
O 0.169 0.932 2.062
H 5.295 -1.591 1.806
F 1.227 -1.992 -0.010
C 3.874 -0.086 2.321
C -0.575 -0.862 -4.813
F 1.022 -4.126 -0.795
H 3.612 -2.138 1.737
F -0.702 -4.500 0.695
C -3.615 1.015 -0.331
H 2.832 3.132 4.277
H 4.549 0.755 2.150
H 0.925 4.698 3.804
C 0.700 -2.973 -4.222
C 0.739 3.649 4.033
C -4.014 3.277 -1.471
P 0.264 -3.275 0.346
C -3.045 2.322 -0.819
S -2.736 -0.195 0.286
N 0.231 -1.635 -3.888
H -5.651 1.650 -0.866
H -4.765 3.601 -0.749
C 1.962 2.832 3.692
C 0.448 -1.166 -2.668
S -1.492 2.761 -0.679
H -0.243 0.175 -4.811
F -0.794 -2.727 -0.764
H -0.114 3.308 3.450
H -1.629 -0.882 -4.527



4.
45
Properties=species:S:1:pos:R:3 method="wB97M-V/def2-TZVPD" homo_lumo_gap_ha=0.0987 charge=0 e_homo_ev=-5.67 molar_mass_g_mol=350.6 fmax_ev_per_a=6.2
N 1.903 -4.731 -0.386
H -6.647 2.791 0.408
N 1.886 -1.506 0.772
H 4.726 -4.336 0.680
H 4.072 -4.457 2.446
H 0.424 -3.049 1.266
H 0.423 -2.026 -0.741
O -4.218 4.826 -0.734
H 0.996 -4.228 -0.619
H -1.047 1.422 -1.499
C 0.933 0.168 -1.073
H 1.743 -2.324 -2.685
C 2.424 -1.866 -1.818
H 3.175 -2.706 -1.521
H 3.890 -5.949 1.180
H 1.771 -2.836 2.569
C -2.852 4.325 -0.775
C -5.297 3.904 -0.852
C 2.441 -4.119 0.753
Cl 0.991 -0.415 1.836
H -4.960 2.363 0.632
H -5.159 3.190 -1.671
C 1.406 -1.353 -0.650
H -1.270 -0.445 -1.685
H 4.733 -0.363 -0.309
H 3.017 -0.980 -2.335
F -2.747 2.354 0.728
O 3.975 0.075 0.216
C -5.633 3.202 0.449
H -6.166 4.512 -1.127
H -1.151 0.266 0.056
F -2.880 4.322 1.652
C -2.383 3.649 0.573
H 1.514 1.031 -0.537
H -5.561 3.885 1.301
F -1.027 3.695 0.712
H 1.199 0.283 -2.232
C 3.830 -4.785 1.324
O -2.663 3.563 -1.848
B 3.355 -1.062 0.985
O 4.253 -1.675 2.010
H -2.293 5.272 -0.743
H 4.002 -1.377 2.935
C 1.600 -2.881 1.389
C -0.727 0.371 -1.031



5.
52
Properties=species:S:1:pos:R:3 method="wB97M-V/def2-TZVPD" homo_lumo_gap_ha=0.1086 charge=0 e_homo_ev=-8.72 molar_mass_g_mol=742.6 fmax_ev_per_a=6.8
H 0.514 2.712 1.365
H -6.812 -1.237 0.292
C 1.602 1.357 -0.227
H -2.146 -0.402 -0.587
Cl 3.563 -0.147 -3.846
O 0.497 0.800 -3.791
O 0.406 -1.699 0.447
C 1.383 -1.273 -1.740
Br -1.472 -2.764 -3.849
H 2.483 -1.035 -1.346
F -2.738 0.395 -3.121
C 1.596 2.599 0.893
O 3.021 -2.646 0.646
O 1.151 -4.404 0.410
P 1.476 -0.643 -3.539
I 2.102 4.546 -0.066
C -4.884 -2.197 2.121
H -5.156 -2.857 1.294
H -0.084 0.494 1.042
N 4.794 4.295 2.523
H -1.584 -3.389 0.095
C 0.139 0.634 -0.123
H -3.872 -2.436 2.458
H 1.786 1.895 -1.268
H 6.203 2.953 3.343
Be 8.096 2.360 3.025
H 6.749 3.874 1.900
H -0.714 -4.263 -1.448
O 4.620 5.377 1.949
H 6.603 4.698 3.498
C 6.199 3.924 2.842
C 0.100 -0.902 -0.788
H -2.571 -4.406 -1.186
H 2.425 2.336 1.692
C -6.648 -0.471 1.054
O -4.074 -0.379 0.333
H -3.172 -2.248 -1.959
H 0.773 1.532 -3.164
C -1.981 -2.339 -1.942
H -1.425 -0.161 -2.308
H 2.511 0.650 0.058
O 1.413 -2.771 -1.649
H -6.884 0.510 0.636
S -4.914 -0.473 1.572
H -0.757 1.303 -0.522
Br 0.134 3.291 -2.393
C -1.648 -3.663 -1.043
O 3.908 3.498 2.854
C -1.422 -0.918 -1.384
S 1.582 -2.923 0.075
H -7.288 -0.658 1.919
H -5.582 -2.328 2.951



6.
45
Properties=species:S:1:pos:R:3 method="wB97M-V/def2-TZVPD" homo_lumo_gap_ha=0.3445 charge=+1 e_homo_ev=-12.48 molar_mass_g_mol=504.4 fmax_ev_per_a=3.2
H 0.806 2.369 -1.579
H -3.674 2.451 -2.354
O 1.484 0.528 0.898
H -5.150 1.593 -2.882
H -1.172 1.541 2.266
H -0.879 1.489 -1.388
Cl -5.098 1.928 -0.545
Cl 3.471 -3.078 -3.114
Cl -3.472 0.108 -2.138
Cl -0.786 4.379 -0.284
H 3.157 -5.110 -1.953
H 1.943 -0.397 2.766
C 0.802 0.302 -0.384
H -1.467 -0.237 0.004
C 1.115 -1.956 1.260
C 1.097 -0.450 1.925
C -1.507 2.203 1.356
C -0.448 -0.757 -0.338
H -0.187 -2.910 -0.188
Cl -4.228 5.306 0.876
H -4.425 7.626 0.478
Cl 4.314 -6.474 -0.968
H 6.442 -5.598 -0.438
C 5.634 -6.061 0.133
H 5.996 -6.973 0.613
H -2.721 7.106 0.618
C -3.726 6.994 1.032
Cl -3.710 7.500 2.726
H 0.076 -0.237 2.456
H -0.650 -1.080 -1.470
C -0.243 2.725 0.451
H -2.013 3.180 1.818
Cl 0.964 -4.281 -2.237
H 2.833 -3.686 -0.923
N -0.160 -2.050 0.408
C -4.363 1.635 -2.125
H 2.088 -2.210 0.652
H 0.648 2.985 1.164
H 0.986 -2.716 2.171
H -0.951 -2.160 1.111
C 2.695 -4.121 -1.915
C 0.136 1.771 -0.827
H 1.611 0.066 -1.211
H -2.359 1.689 0.700
Cl 5.091 -4.931 1.380



7.
41
Properties=species:S:1:pos:R:3 method="wB97M-V/def2-TZVPD" homo_lumo_gap_ha="0.2543 / 0.2669" charge=+2 spin_multiplicity=2 e_homo_ev="-14.27 / -15.29" molar_mass_g_mol=471.8 fmax_ev_per_a=3.2 s_squared=0.788
H -3.060 -1.333 -0.939
H 1.395 -3.370 0.548
H -2.358 -2.494 -3.451
C -2.700 2.071 -2.129
P 2.220 -1.166 0.463
N -0.088 -0.715 -1.706
C -1.282 -1.164 -2.161
C 3.888 -0.447 0.685
H -4.810 1.188 -0.850
C 2.225 -2.862 1.064
C -0.225 -2.661 -3.721
H 4.056 0.445 0.055
O 2.537 2.130 -1.954
H -0.275 -3.412 -4.502
H 2.083 -2.808 2.152
H 4.567 -1.255 0.382
C 0.996 -2.220 -3.268
H -3.284 -0.448 -2.460
H 3.183 1.900 -2.622
H -4.320 -0.047 0.366
H -3.686 1.838 -2.563
H -4.164 1.693 0.746
C -2.578 -0.611 -1.625
C 1.046 -1.434 -2.094
C -1.376 -2.163 -3.123
H 0.549 2.184 1.296
C 2.206 -1.514 -1.256
O -0.327 4.938 -2.848
H 1.937 -2.613 -3.637
H -0.697 4.747 -1.998
P -2.363 0.961 -0.693
H -2.688 3.112 -1.775
Yb 0.856 1.046 -0.264
H 3.183 -1.686 -1.690
H -1.910 1.945 -2.884
Cl 0.457 1.263 2.310
C -4.091 0.944 -0.052
H 4.032 -0.173 1.742
H 3.193 -3.266 0.735
H 2.503 3.114 -2.001
H -0.731 5.780 -3.038



8.
66
Properties=species:S:1:pos:R:3 method="wB97M-V/def2-TZVPD" homo_lumo_gap_ha=0.1385 charge=-1 e_homo_ev=-3.86 molar_mass_g_mol=755.6 fmax_ev_per_a=9.1 de_lowest_kcal_mol=176.1
H -21.782 15.604 10.914
N -17.658 23.189 7.030
H -26.870 20.147 6.554
O -23.805 20.024 8.093
C -22.170 14.755 10.350
C -14.004 12.330 7.809
C -25.217 19.980 7.981
H -18.667 19.624 6.667
H -14.048 12.043 6.758
O -19.043 16.911 -0.223
H -13.451 14.568 6.282
H -23.072 15.065 9.822
F -15.829 16.384 1.935
O -16.801 23.774 4.655
F -16.283 15.898 -0.181
C -15.961 22.469 9.285
H -25.548 19.132 8.580
H -18.577 17.967 7.003
N -22.797 12.763 11.911
F -19.758 22.535 5.160
F -20.267 13.750 3.697
C -13.454 14.807 7.346
C -25.786 20.041 6.518
H -16.004 13.033 8.851
O -14.888 23.790 7.147
N -19.110 18.719 6.588
F -17.126 14.772 1.508
H -19.131 18.522 5.598
S -17.617 24.117 5.810
S -20.295 15.657 1.878
F -20.339 24.302 5.871
H -21.436 24.526 9.293
H -21.379 14.595 9.617
F -15.016 21.629 8.932
O -15.969 15.117 8.615
H -20.495 23.694 10.462
C -22.506 13.652 11.228
O -21.391 16.511 1.399
H -20.069 18.883 6.856
C -21.102 14.701 3.347
N -14.396 13.797 7.938
H -20.114 23.520 8.953
H -25.428 20.920 5.982
F -15.556 23.185 10.409
O -17.682 25.546 6.067
H -12.974 12.118 8.095
S -18.435 17.108 1.072
O -16.441 25.038 8.610
F -21.267 15.570 4.390
C -15.546 13.966 8.487
C -19.394 23.778 5.099
N -19.192 16.456 2.506
S -16.165 23.791 7.890
N -20.914 23.698 9.543
H -25.792 20.633 8.638
C -16.797 15.977 1.065
H -14.590 11.555 8.303
F -17.148 21.862 9.511
O -17.940 18.461 1.242
F -19.378 24.149 3.890
H -12.421 14.625 7.643
H -21.425 22.829 9.479
F -22.349 14.279 2.939
H -13.780 15.771 7.736
O -20.004 14.504 0.961
H -25.617 19.183 5.867